i.
Molecular formula: C3H11NS
Method: DFT, ωB97M-V/def2-TZVPD

Values from the calculation:
total charge: -1
multiplicity: 2
HOMO energy (spin up / spin down): 1.325 / -5.706 eV

Each line ends with the Löwdin spin population.
Geometry (Å):
S (2.230, 0.693, -1.836)  0.132
H (1.783, -0.265, -2.662)  0.011
C (-0.683, -0.235, 0.311)  0.116
C (-1.530, -0.419, 1.564)  0.212
C (-1.588, -1.864, 2.045)  0.055
N (-0.597, 1.155, -0.157)  0.077
H (0.334, -0.585, 0.500)  0.013
H (-1.090, -0.846, -0.498)  0.017
H (-2.545, -0.066, 1.360)  0.068
H (-1.136, 0.222, 2.359)  0.072
H (-1.989, -2.524, 1.271)  0.006
H (-0.599, -2.234, 2.323)  0.007
H (-2.230, -1.958, 2.922)  0.016
H (-1.543, 1.525, -0.276)  0.089
H (-0.200, 1.723, 0.598)  0.100
H (0.991, 0.959, -1.299)  0.007


ii.
Molecular formula: C3H11NS
Method: DFT, ωB97M-V/def2-TZVPD

Values from the calculation:
total charge: -1
multiplicity: 2
HOMO energy (spin up / spin down): -0.474 / -2.588 eV

Each line ends with the Löwdin spin population.
Geometry (Å):
C (-2.145, -1.404, -2.158)  0.002
S (-1.016, -1.305, -0.730)  0.016
H (-2.496, -0.464, -2.595)  0.000
H (-1.880, -2.067, -2.987)  0.000
H (-3.057, -1.871, -1.756)  0.000
C (0.220, 1.708, 1.457)  0.130
N (1.630, 1.647, 0.913)  0.187
C (2.301, 0.396, 1.267)  0.128
H (-0.097, 0.783, 1.914)  0.005
H (0.135, 2.528, 2.178)  0.071
H (-0.405, 1.953, 0.616)  0.019
H (2.139, 2.519, 1.284)  0.267
H (1.486, 1.746, -0.094)  0.080
H (2.782, 0.394, 2.230)  0.050
H (3.137, 0.301, 0.574)  0.041
H (1.713, -0.447, 0.892)  0.004


Least stable structure: ii


i.
Molecular formula: C5H6BrF
Method: DFT, ωB97M-V/def2-TZVPD

Values from the calculation:
total charge: 0
multiplicity: 1
HOMO energy (spin up / spin down): -7.746 / -7.742 eV

Each line ends with the Löwdin charge.
Geometry (Å):
C (2.621, -0.789, 0.810)  -0.006
C (1.275, -0.761, 0.796)  -0.292
C (0.529, 0.076, -0.030)  -0.591
C (-1.347, 0.023, -0.035)  -0.222
C (-2.202, 0.839, -0.887)  -0.095
F (-1.839, -0.689, 0.971)  0.041
Br (1.176, 1.155, -1.393)  0.758
H (3.160, -1.426, 1.487)  0.051
H (3.203, -0.167, 0.150)  0.029
H (0.705, -1.384, 1.472)  0.103
H (-2.546, 0.256, -1.748)  0.089
H (-1.657, 1.701, -1.266)  0.049
H (-3.080, 1.164, -0.327)  0.087


ii.
Molecular formula: C5H6BrF
Method: DFT, ωB97M-V/def2-TZVPD

Values from the calculation:
total charge: 0
multiplicity: 1
HOMO energy (spin up / spin down): -8.409 / -8.427 eV

Each line ends with the Löwdin charge.
Geometry (Å):
C (1.250, -2.171, -1.652)  0.038
C (0.434, -1.189, -1.159)  -0.408
C (0.682, 0.094, -0.816)  -0.579
C (-1.477, 0.567, 1.133)  -0.079
C (-0.754, 1.574, 1.927)  -0.176
F (-2.141, 1.305, 0.172)  -0.094
Br (1.264, 1.233, -2.089)  0.767
H (0.876, -3.112, -1.323)  0.045
H (2.296, -2.025, -2.015)  0.080
H (-0.445, -1.712, -0.714)  0.111
H (-0.168, 0.846, 2.689)  0.114
H (-1.625, 2.158, 2.376)  0.097
H (-0.191, 2.431, 1.469)  0.085


Least stable structure: ii


i.
Molecular formula: C2H10NS2
Method: DFT, ωB97M-V/def2-TZVPD

Values from the calculation:
total charge: +1
multiplicity: 1
HOMO energy: -12.764 eV

Each line ends with the Löwdin charge.
Geometry (Å):
C (1.346, -1.265, -1.013)  0.027
N (1.989, 0.143, -0.868)  0.094
H (2.085, -1.769, -1.555)  0.077
H (0.832, -1.539, -0.077)  0.082
H (0.613, -0.894, -1.817)  0.127
H (2.988, 0.374, -0.830)  0.172
H (1.669, 0.552, 0.089)  0.052
H (1.455, 0.698, -1.514)  0.131
C (-2.691, 0.268, 0.549)  -0.471
S (-1.403, 1.535, 0.706)  0.399
S (0.108, 0.541, 1.816)  0.339
H (-2.974, 0.078, -0.587)  0.087
H (-3.510, 0.720, 1.121)  0.026
H (-2.283, -0.622, 0.999)  0.000
H (-0.223, 1.180, 2.980)  -0.141


ii.
Molecular formula: C2H10NS2
Method: DFT, ωB97M-V/def2-TZVPD

Values from the calculation:
total charge: +1
multiplicity: 1
HOMO energy: -13.451 eV

Each line ends with the Löwdin charge.
Geometry (Å):
C (-0.827, -1.282, 0.059)  -0.006
N (-0.792, 0.177, -0.264)  -0.074
C (-1.001, 0.467, -1.716)  0.005
H (-0.661, -1.414, 1.122)  0.092
H (-1.798, -1.680, -0.228)  0.109
H (-0.047, -1.782, -0.513)  0.110
H (0.138, 0.548, 0.019)  0.025
H (-1.491, 0.660, 0.298)  0.177
H (-0.299, -0.137, -2.286)  0.107
H (-0.823, 1.521, -1.905)  0.106
H (-2.018, 0.206, -1.991)  0.107
S (1.988, -0.051, 2.610)  0.286
S (2.315, 0.785, 0.741)  0.300
H (3.273, -0.081, 2.992)  -0.180
H (2.042, 2.062, 1.062)  -0.165


Least stable structure: i


i.
Molecular formula: C8H10O2
Method: DFT, ωB97M-V/def2-TZVPD

Values from the calculation:
total charge: 0
multiplicity: 1
HOMO energy: -9.248 eV

Each line ends with the Löwdin charge.
Geometry (Å):
C (-3.252, -1.011, -0.017)  -0.099
C (-3.574, 0.365, -0.073)  -0.110
C (-2.504, 1.206, 0.151)  -0.114
C (-1.193, 0.759, 0.359)  -0.089
C (-0.939, -0.606, 0.416)  -0.116
C (-1.917, -1.509, 0.106)  -0.103
C (3.452, -0.239, -0.004)  -0.633
C (3.488, 1.119, -0.325)  -0.009
H (-4.098, -1.718, -0.324)  0.114
H (-4.619, 0.738, -0.263)  0.118
H (-2.813, 2.279, 0.153)  0.111
H (-0.427, 1.407, 0.540)  0.063
H (0.173, -0.839, 0.369)  0.108
H (-1.767, -2.631, 0.019)  0.120
H (2.608, -1.995, -0.247)  0.178
H (4.162, 1.558, 0.475)  0.127
H (4.169, 1.271, -1.201)  0.119
H (2.501, 1.512, -0.417)  0.086
O (4.000, -0.616, 0.981)  0.105
O (2.550, -1.050, -0.698)  0.024


ii.
Molecular formula: C8H10O2
Method: DFT, ωB97M-V/def2-TZVPD

Values from the calculation:
total charge: 0
multiplicity: 1
HOMO energy: -9.119 eV

Each line ends with the Löwdin charge.
Geometry (Å):
C (-0.312, -0.916, 2.778)  -0.624
C (-0.816, -0.120, 1.630)  -0.024
C (-0.266, 1.774, -1.449)  -0.062
C (-0.955, 0.574, -0.989)  -0.079
C (-0.192, -0.609, -1.038)  -0.233
C (1.013, -0.758, -1.555)  -0.098
C (1.533, 0.379, -2.205)  -0.108
C (0.963, 1.601, -2.010)  -0.143
H (-0.225, -2.497, 3.617)  0.172
H (-0.748, 0.945, 1.973)  0.118
H (-0.233, -0.321, 0.641)  0.061
H (-1.877, -0.405, 1.386)  0.109
H (-0.704, 2.762, -1.498)  0.099
H (-2.007, 0.528, -0.596)  0.124
H (-0.706, -1.368, -0.569)  0.086
H (1.739, -1.748, -1.263)  0.186
H (2.471, 0.281, -2.854)  0.127
H (1.514, 2.522, -2.408)  0.132
O (0.358, -0.440, 3.702)  0.049
O (-0.549, -2.184, 2.707)  0.111


Least stable structure: ii


i.
Molecular formula: H34O17
Method: DFT, ωB97M-V/def2-TZVPD

Values from the calculation:
total charge: 0
multiplicity: 1
HOMO energy: -9.938 eV

Each line ends with the Löwdin charge.
Geometry (Å):
O (1.072, 2.605, -4.938)  -0.058
H (1.310, 3.129, -4.170)  0.027
H (1.868, 2.199, -5.285)  0.032
O (-2.338, -2.627, 0.555)  -0.050
H (-2.669, -3.374, 1.060)  0.043
H (-2.030, -2.983, -0.285)  -0.005
O (-3.147, 2.693, 1.352)  -0.034
H (-3.026, 2.093, 2.081)  -0.008
H (-3.235, 3.599, 1.652)  0.052
O (-0.851, 4.004, 1.016)  -0.076
H (-1.570, 4.076, 0.385)  0.025
H (-0.340, 3.257, 0.681)  -0.010
O (-2.483, -1.993, 3.705)  -0.062
H (-2.553, -1.340, 4.402)  0.024
H (-2.482, -1.521, 2.869)  -0.007
O (-1.401, -4.465, -2.109)  -0.051
H (-0.668, -3.999, -2.541)  0.005
H (-1.614, -5.186, -2.707)  0.046
O (2.771, -2.245, 3.258)  -0.050
H (1.890, -1.839, 3.304)  0.061
H (2.607, -3.002, 3.836)  0.072
O (1.493, 5.173, -1.688)  -0.049
H (2.389, 5.389, -1.954)  0.027
H (0.958, 5.159, -2.486)  0.027
O (2.993, -3.253, 0.313)  -0.048
H (2.679, -3.419, 1.208)  0.016
H (2.903, -2.297, 0.237)  0.009
O (2.824, 0.842, -3.465)  -0.041
H (2.315, 0.723, -2.664)  0.034
H (3.777, 0.820, -3.417)  0.040
O (-4.704, 1.195, 3.576)  -0.037
H (-4.605, 0.333, 3.992)  0.032
H (-3.982, 1.238, 2.944)  -0.013
O (-0.809, -0.932, -1.836)  -0.048
H (-1.378, -1.689, -2.006)  0.037
H (-0.118, -1.337, -1.306)  0.019
O (0.650, 1.608, 0.839)  -0.042
H (0.801, 0.659, 0.764)  0.026
H (1.289, 1.795, 1.535)  0.056
O (3.114, -0.198, 1.492)  -0.047
H (2.513, -0.942, 1.616)  -0.010
H (3.573, -0.356, 2.329)  0.048
O (-0.643, 1.665, -2.898)  -0.075
H (-0.242, 1.587, -3.772)  -0.003
H (-0.532, 0.853, -2.390)  -0.025
O (-0.824, 0.197, 2.997)  -0.052
H (-0.901, -0.055, 2.073)  0.027
H (-0.559, 1.124, 2.931)  0.040
O (0.980, -2.774, -2.303)  -0.051
H (1.659, -2.638, -2.972)  0.072
H (1.276, -3.553, -1.811)  0.056


ii.
Molecular formula: H34O17
Method: DFT, ωB97M-V/def2-TZVPD

Values from the calculation:
total charge: 0
multiplicity: 1
HOMO energy: -10.580 eV

Each line ends with the Löwdin charge.
Geometry (Å):
O (-0.279, -2.103, -3.038)  -0.058
H (-0.995, -1.624, -2.621)  -0.014
H (0.276, -2.386, -2.311)  -0.007
O (1.340, -4.457, -1.413)  -0.033
H (2.281, -4.631, -1.414)  0.041
H (0.937, -5.313, -1.561)  0.046
O (-2.762, -0.678, 0.452)  -0.028
H (-3.404, -0.893, -0.225)  0.060
H (-2.867, -1.365, 1.110)  0.051
O (2.283, -0.136, -1.763)  -0.025
H (2.291, 0.197, -2.661)  0.044
H (3.207, -0.230, -1.533)  0.062
O (0.852, 2.602, 0.587)  -0.046
H (1.525, 1.988, 0.878)  0.054
H (0.042, 2.275, 0.979)  -0.017
O (-2.941, -0.824, -3.234)  -0.032
H (-2.702, -0.678, -4.149)  0.057
H (-3.381, -0.017, -2.968)  0.031
O (0.535, -0.856, 0.123)  -0.047
H (1.191, -0.590, -0.522)  -0.021
H (-0.172, -0.218, 0.024)  -0.007
O (-0.968, -1.396, 2.540)  -0.041
H (-1.718, -0.817, 2.405)  0.020
H (-0.461, -1.326, 1.731)  -0.007
O (-0.310, -4.451, 1.359)  -0.046
H (0.609, -4.666, 1.201)  0.017
H (-0.501, -3.746, 0.740)  0.015
O (2.937, 2.276, -3.897)  -0.045
H (2.184, 2.473, -4.454)  0.039
H (2.882, 2.913, -3.185)  -0.008
O (-1.097, 1.412, -1.442)  -0.027
H (-0.957, 2.344, -1.610)  0.014
H (-1.795, 1.161, -2.047)  0.018
O (0.318, 4.044, -2.204)  -0.056
H (-0.145, 4.692, -1.674)  0.042
H (1.153, 3.917, -1.753)  -0.048
O (-1.535, 1.625, 1.451)  -0.045
H (-1.867, 1.023, 0.785)  -0.007
H (-2.239, 2.261, 1.573)  0.070
O (-1.045, -2.600, 5.258)  -0.049
H (-0.448, -2.702, 4.517)  -0.011
H (-1.149, -1.653, 5.353)  0.029
O (-1.086, 2.892, 4.458)  -0.044
H (-1.778, 3.524, 4.266)  0.027
H (-0.850, 2.527, 3.605)  0.000
O (1.725, -2.229, 3.211)  -0.041
H (0.790, -2.082, 3.350)  -0.026
H (1.771, -2.733, 2.399)  0.019
O (2.673, 3.687, -1.264)  -0.029
H (3.375, 4.250, -0.937)  0.084
H (2.274, 3.318, -0.476)  0.020


Least stable structure: i


i.
Molecular formula: CH2ClNO
Method: DFT, ωB97M-V/def2-TZVPD

Values from the calculation:
total charge: 0
multiplicity: 1
HOMO energy: -10.370 eV

Each line ends with the Löwdin charge.
Geometry (Å):
C (-0.858, 0.777, 0.980)  -0.035
N (-1.568, 0.457, 0.157)  0.090
O (0.805, -0.772, -0.337)  -0.664
Cl (1.838, -1.173, -1.616)  0.544
H (-0.161, 1.103, 1.615)  0.037
H (-0.056, -0.393, -0.799)  0.028


ii.
Molecular formula: CH2ClNO
Method: DFT, ωB97M-V/def2-TZVPD

Values from the calculation:
total charge: 0
multiplicity: 1
HOMO energy: -10.276 eV

Each line ends with the Löwdin charge.
Geometry (Å):
C (-0.436, -0.155, -0.083)  -0.112
N (-1.917, -0.754, 0.614)  -0.360
O (-1.093, -1.367, -0.361)  -0.210
Cl (-3.023, 0.442, -0.043)  0.513
H (-0.425, 0.488, -0.954)  0.082
H (0.530, -0.276, 0.375)  0.088


iii.
Molecular formula: CH2ClNO
Method: DFT, ωB97M-V/def2-TZVPD

Values from the calculation:
total charge: 0
multiplicity: 1
HOMO energy: -9.918 eV

Each line ends with the Löwdin charge.
Geometry (Å):
C (-0.008, 0.171, -0.250)  -0.606
N (0.435, -0.558, 0.950)  -0.124
O (-0.049, -0.164, 1.957)  0.017
Cl (-0.116, -1.037, -1.583)  0.494
H (0.802, 0.921, -0.735)  0.119
H (-1.064, 0.667, -0.340)  0.099


iv.
Molecular formula: CH2ClNO
Method: DFT, ωB97M-V/def2-TZVPD

Values from the calculation:
total charge: 0
multiplicity: 1
HOMO energy: -9.809 eV

Each line ends with the Löwdin charge.
Geometry (Å):
C (-0.419, 0.541, 0.125)  -0.037
N (0.306, -0.460, 0.057)  -0.680
O (0.504, -1.105, 1.018)  -0.029
Cl (1.081, -0.936, -1.548)  0.567
H (-0.853, 0.796, 1.077)  0.103
H (-0.619, 1.163, -0.730)  0.076


Least stable structure: ii